Computed, not measured: a molecular structure, C37H40BiBr2N8O3SSeSi in a non-equilibrium geometry, with wB97M-V/def2-TZVPD.

XYZ file:
```
94
Properties=species:S:1:pos:R:3:forces:R:3
H -1.2221 -6.5707 -3.1200 0.2 -0.2 -0.4
H 6.7399 -5.7448 2.5916 -0.5 0.1 0.2
H 2.9982 1.6642 -2.5340 0.9 0.2 0.4
H 3.0996 -0.6453 0.5220 1.2 -0.1 -0.2
H 3.1514 -5.7635 0.3842 0.1 -0.8 0.2
H 5.0169 -5.0666 2.6056 1.1 -0.2 -0.1
C 1.0480 -0.8626 -3.7040 0.1 -0.7 -0.8
O 0.0848 -4.6289 1.1109 0.2 -0.8 -0.1
C 2.1628 1.0443 -2.7301 -2.0 0.1 -0.7
C 0.7713 -8.7457 -1.4327 0.8 1.0 -0.7
C -0.2973 0.9550 -2.8663 1.1 0.3 0.7
C -1.6250 3.3148 4.3875 0.9 -0.6 0.9
H -6.9296 4.9836 -0.2986 0.0 -0.3 -0.1
C 2.6763 -6.6183 2.1452 0.9 -0.9 0.5
C -1.5643 1.6712 -2.6008 -2.7 0.2 2.3
C 0.4782 1.1347 2.4458 0.1 -0.2 0.3
H -3.5742 2.0248 -3.2243 0.9 -1.3 -0.2
C -5.0300 5.7987 0.0293 1.4 0.2 0.3
N -1.7216 2.1441 5.0661 0.5 0.8 -1.4
C 5.9969 -5.1427 2.0567 -1.7 -1.8 0.0
Br -8.0246 2.5327 -0.9797 1.0 -0.3 1.0
H -3.0173 6.2902 0.8427 -0.5 -0.2 -0.2
C -4.2436 3.1891 0.7795 0.3 0.8 1.3
H 2.4237 1.7592 -0.0140 0.0 -0.5 0.1
H 0.0113 8.8246 0.9519 1.1 0.2 -0.8
H 1.2657 -8.4641 0.6179 0.0 0.5 -0.1
H -2.9504 0.2758 -3.3348 -0.4 -0.3 -0.3
C 5.7194 -5.8250 0.6883 1.5 0.4 1.4
H 0.1982 -8.5683 -3.4942 0.0 -0.8 -1.5
H 6.6951 -6.2108 0.3300 -0.6 0.3 -0.3
C 2.2413 -0.1656 -3.4153 0.4 -0.4 -0.3
O -1.8643 2.3753 -1.5881 2.1 -1.1 -2.3
Br -4.1571 -0.9299 0.9433 0.4 -1.4 0.4
H -5.2291 6.7433 -0.5126 0.1 -0.5 1.0
N 1.8176 -0.7468 2.1030 1.8 -2.1 -1.3
H 0.7800 2.4873 -1.8117 0.1 -0.3 -0.9
N 3.4209 -6.5542 0.9854 -2.1 1.5 1.0
H 0.1689 -0.8581 3.2837 0.2 0.3 0.4
C 4.7946 -6.9835 0.8909 -0.9 -1.8 -0.9
C -5.9180 4.7693 0.0281 -1.1 1.0 -1.2
C 0.1932 -8.1206 -2.5569 -0.7 0.4 2.7
C 2.4977 6.6423 -1.0780 0.6 -3.4 -1.3
C 2.4685 -0.0860 1.1580 -2.3 1.5 0.2
C 0.8054 -7.9878 -0.2514 -0.1 0.9 0.4
C -0.5971 6.3805 -1.7398 0.9 -0.5 0.7
H 4.7963 -7.6300 -0.0217 0.3 0.2 0.7
N 1.3749 -6.2099 2.0967 -1.2 0.7 0.0
H -2.2784 1.9803 5.9052 0.4 -0.3 -0.4
C 0.5923 -5.7331 1.0136 -0.8 0.3 -0.8
C -6.4036 2.3065 0.1230 -0.5 1.3 0.2
C -3.7837 5.5229 0.6467 1.2 -1.0 0.2
N 1.0250 1.8421 1.4175 -1.1 -0.9 2.7
H 4.9132 -7.6462 1.7901 0.6 0.8 -0.8
H 1.3827 -9.6863 -1.5232 -1.1 1.0 0.2
N -0.7585 3.1350 3.3983 -0.2 -0.3 -1.4
C 0.8078 -0.2176 2.6802 -1.7 1.6 0.8
H -0.2281 5.4291 -2.1210 0.1 -0.3 -0.2
H -6.7558 0.2910 0.4146 -0.2 -0.7 0.1
H -1.0549 -5.2223 -1.1832 0.7 -0.9 0.0
Si 0.7681 6.9401 -0.4638 -1.1 0.7 -0.2
H -2.4886 1.5662 -4.5915 -0.2 -0.8 1.3
C -0.2199 -0.3378 -3.4465 1.2 1.0 0.6
C 0.2913 -6.6353 -0.1670 1.0 -1.7 0.1
H -0.0730 9.2159 -0.7864 1.4 -0.3 1.0
H 0.8838 -5.9718 2.9808 1.2 -0.4 -0.7
H -1.5384 6.1257 -1.2470 0.0 0.3 0.1
H 2.6324 5.4833 -1.2151 -0.2 1.6 0.8
C -0.3857 1.7948 3.4343 -1.9 0.9 0.9
C -4.7707 0.7810 1.0200 2.1 3.0 0.2
H 6.3675 -4.1792 1.9710 0.8 1.9 -0.4
C 1.9862 1.1931 0.8125 1.7 0.0 -1.8
C -0.5589 -6.9440 -2.3514 0.0 -0.9 -2.1
H 2.6460 6.8225 -2.1532 -0.3 0.9 0.2
C 0.6229 8.7494 0.0061 -1.4 0.6 -0.5
S 3.2134 -7.2331 3.6175 0.0 0.2 -0.6
H -0.8197 6.9729 -2.6227 0.2 0.4 0.1
H 1.1095 -1.8423 -4.2438 0.0 0.9 0.8
H 1.6322 9.2328 0.0439 -1.1 -0.1 0.1
C -5.5602 3.4731 0.3100 0.2 -3.0 0.5
C -6.0541 1.0686 0.6153 -1.1 1.1 -1.7
H 3.2350 -0.6042 -3.7390 -1.4 0.6 0.5
C 0.8807 1.6022 -2.4716 0.6 -0.6 0.5
C -3.7864 1.8404 1.1161 -0.7 -0.6 -0.8
O -2.5218 1.6170 1.3215 -0.1 0.8 0.5
N -3.3839 4.2757 1.0523 -1.4 0.3 -1.5
Se 0.1450 5.9950 1.5696 -0.2 -0.8 -0.2
H -1.9864 4.2913 4.7529 -0.1 -0.8 -0.5
C -0.4833 -6.1797 -1.2486 0.1 1.4 2.2
H 5.2994 -5.0814 -0.0032 0.1 -0.4 -0.2
H 3.3887 6.9741 -0.5431 -0.4 0.2 0.2
N -0.9746 1.1799 4.4441 0.0 0.2 0.5
Bi -1.0726 3.5747 0.9897 -0.1 0.2 0.0
C -2.7265 1.3168 -3.5028 -0.2 2.7 -1.0
H -1.0871 -0.9543 -3.5585 -0.4 -0.1 -0.5
```
Forces are in eV/Å.

Properties
HOMO energy   -9.61 eV
Total charge   +1
Electronic energy   -287058.7504 eV
Relative energy (zero: lowest compared OMol25 entry of this formula, charge and spin)   24.29 kcal/mol
Lowest unoccupied orbital energy   -3.5 eV